13
Properties=species:S:1:pos:R:3:forces:R:3:lowdin_charge:R:1 method="wB97M-V/def2-TZVPD" e_above_lowest_kj_mol=536.9
H 2.57569 -2.30697 -0.98500 0.3 1.8 1.0 0.0640
N 2.81397 -1.30497 -0.65040 -2.5 -1.1 1.3 0.0169
C 1.89429 -0.84060 0.16645 2.4 1.3 -2.7 -0.3474
N 0.64703 -1.49540 0.58523 1.6 2.5 -1.9 0.0418
C -0.30404 -0.79533 0.05227 -2.2 -2.7 3.5 -0.3863
N -0.40344 0.33804 -0.67208 -5.2 -1.2 4.8 0.0738
C -1.61091 1.01899 0.25352 2.0 2.8 -1.8 -0.1831
N -1.72079 2.25780 -0.07718 -3.3 -2.2 2.4 0.0459
H -2.62093 2.47517 0.50173 2.0 0.7 -1.1 0.0823
H 2.14478 0.41703 0.26377 -1.3 -3.6 0.7 0.1639
H -1.42357 -1.05878 0.60147 3.3 0.0 -2.1 0.1405
H 0.17723 0.77198 -1.32873 1.0 1.0 -0.5 0.0972
H -2.16930 0.52303 1.28896 1.9 0.8 -3.6 0.1905

83
Properties=species:S:1:pos:R:3:forces:R:3:lowdin_charge:R:1 method="wB97M-V/def2-TZVPD" e_tot_ev=-41995.5568 smiles=CCCCCCCCC[C@H](C#N)CC#N.COCCOCCOC.COCCOCCOC
C 3.92306 2.91369 -4.14626 -1.0 0.1 0.2 -0.1263
C 2.55243 2.34649 -4.64790 0.9 -0.1 -0.8 -0.2632
C 2.73360 0.91901 -5.28894 -1.0 0.0 0.7 -0.2131
C 1.90947 -0.17318 -4.50207 0.3 0.5 -1.0 -0.2154
C 0.40601 -0.00295 -4.92053 0.8 -1.1 0.5 -0.2064
C -0.49950 -1.13869 -4.30195 -0.4 1.5 0.5 -0.1855
C -1.69075 -0.45392 -3.53914 0.2 -0.6 -0.3 -0.2048
C -2.83576 0.02609 -4.51079 -0.1 0.4 1.2 -0.1778
C -3.13192 1.55007 -4.26040 0.3 -0.7 -0.9 -0.1934
C -3.62825 2.29807 -5.54133 0.8 0.4 0.6 -0.2545
C -2.47557 2.34109 -6.54000 -4.2 -0.5 3.0 -0.2080
N -1.76355 2.49740 -7.39333 2.6 0.3 -2.5 0.1665
C -4.02942 3.81398 -5.24883 1.3 0.7 0.4 -0.1045
C -3.66663 4.24708 -3.83091 -1.5 -1.5 -4.8 -0.2216
N -3.54090 4.21304 -2.71612 0.7 0.6 3.6 0.1543
H 4.54813 3.18875 -5.02069 -0.2 -0.2 0.7 0.0728
H 4.45155 2.18361 -3.49610 -0.3 0.4 -0.5 0.0715
H 3.69413 3.81285 -3.53220 0.5 -0.4 -0.4 0.0667
H 2.16915 3.02532 -5.44346 0.2 -0.3 0.6 0.1027
H 1.79021 2.35955 -3.84412 0.5 -0.2 -0.3 0.0957
H 3.80449 0.64584 -5.38112 -0.6 0.2 0.1 0.1027
H 2.27131 0.94882 -6.29955 0.6 -0.1 0.4 0.0980
H 2.04090 -0.07836 -3.40211 -0.1 0.1 -0.6 0.1133
H 2.31150 -1.16706 -4.78901 -0.5 0.3 0.1 0.1040
H 0.35932 -0.02868 -6.02912 -0.1 0.2 0.6 0.1092
H 0.11458 1.00646 -4.56315 -0.2 -0.6 -0.4 0.0937
H -0.89243 -1.78481 -5.11225 0.3 0.1 0.6 0.1071
H 0.07452 -1.70655 -3.54123 -0.2 0.1 -0.7 0.0931
H -2.09466 -1.13444 -2.75592 0.1 0.3 -0.6 0.1055
H -1.25426 0.40284 -2.98109 -0.4 -0.4 -0.3 0.1029
H -2.60101 -0.20157 -5.57183 -0.1 0.2 0.6 0.1084
H -3.75565 -0.51755 -4.20069 0.5 0.2 -0.7 0.1082
H -2.17409 2.03103 -3.97086 -0.8 -0.1 0.1 0.1072
H -3.88247 1.61036 -3.45271 0.5 0.3 -0.3 0.1200
H -4.51622 1.79859 -5.97762 0.7 0.2 0.0 0.1480
H -3.41047 4.44042 -5.92199 -0.7 -0.2 0.2 0.1096
H -5.09512 4.02009 -5.43654 0.5 -0.1 0.2 0.1181
C -0.86126 -2.49658 2.75990 0.1 0.2 -0.2 -0.1053
O 0.32815 -2.76273 2.04206 -0.2 -0.4 0.2 -0.2004
C 1.27204 -3.53746 2.76812 0.1 0.2 -0.4 -0.1913
C 1.88052 -4.63441 1.90829 0.1 -0.1 0.1 -0.1787
O 0.99460 -5.68421 1.53462 0.0 0.1 0.0 -0.1209
C -0.06173 -5.38120 0.63028 -0.1 -0.1 0.0 -0.1780
C 0.37171 -5.02309 -0.78450 -0.3 0.4 0.3 -0.1929
O 1.01818 -3.75974 -0.82275 0.4 -0.3 0.0 -0.2056
C 2.16171 -3.73426 -1.65514 -0.3 0.3 0.0 -0.1123
H -0.71708 -1.64644 3.43372 -0.1 -0.1 0.2 0.0792
H -1.63952 -2.24642 2.03679 0.1 0.1 0.0 0.0879
H -1.19911 -3.37137 3.32505 0.0 0.0 0.1 0.0877
H 0.82066 -3.98402 3.65937 -0.1 0.0 0.0 0.1224
H 2.07201 -2.85735 3.08720 0.1 -0.2 0.1 0.1271
H 2.65799 -5.11693 2.50850 -0.1 -0.1 0.0 0.1273
H 2.38952 -4.22408 1.03708 -0.2 0.2 -0.1 0.1101
H -0.72708 -4.62577 1.04799 0.1 0.2 -0.1 0.1105
H -0.65259 -6.29977 0.56290 0.1 0.0 0.0 0.1272
H -0.52496 -4.95048 -1.41379 0.0 -0.3 0.0 0.1259
H 1.01077 -5.81721 -1.17838 0.1 0.0 0.0 0.1222
H 2.76573 -4.63899 -1.54406 0.0 -0.1 -0.1 0.0864
H 2.77449 -2.88359 -1.35437 -0.1 0.0 0.0 0.0890
H 1.86337 -3.60206 -2.70073 0.2 -0.1 -0.1 0.0801
C 2.62633 3.12998 6.52736 -0.2 0.2 0.1 -0.1137
O 1.24811 3.06951 6.21887 0.3 -0.4 0.0 -0.2015
C 0.97013 2.48021 4.95605 -0.3 0.2 0.2 -0.1904
C -0.18850 1.49839 5.03469 -0.1 0.0 -0.2 -0.1778
O 0.06613 0.30439 5.76814 0.0 0.1 0.1 -0.1290
C 0.24696 0.41359 7.17646 0.0 -0.1 0.1 -0.1771
C -0.98614 0.83561 7.96356 0.5 0.3 0.1 -0.1937
O -1.32057 2.19220 7.71361 -0.3 -0.2 -0.3 -0.2013
C -2.70922 2.41263 7.55727 0.2 0.2 0.1 -0.1117
H 3.08618 3.99899 6.04709 0.2 -0.1 0.0 0.0872
H 2.72183 3.23272 7.60934 0.0 0.1 0.0 0.0880
H 3.14905 2.21505 6.22997 0.0 0.0 -0.1 0.0863
H 1.84985 1.97037 4.55123 0.0 0.0 0.1 0.1223
H 0.69448 3.29362 4.27305 0.0 -0.2 -0.2 0.1278
H -0.39698 1.16667 4.01267 0.1 -0.1 0.0 0.1239
H -1.10061 1.98217 5.38116 0.1 0.2 0.2 0.1113
H 1.10563 1.04232 7.41061 -0.1 0.2 0.0 0.1106
H 0.51235 -0.59457 7.50910 -0.1 0.0 -0.1 0.1271
H -0.76085 0.74683 9.03419 0.0 -0.3 0.0 0.1268
H -1.81420 0.16366 7.72447 -0.1 0.0 -0.1 0.1213
H -3.17939 1.62770 6.95835 0.0 -0.1 0.0 0.0854
H -2.83819 3.35909 7.03125 0.0 0.0 0.1 0.0885
H -3.19620 2.48425 8.53527 -0.2 -0.1 -0.1 0.0874

15
Properties=species:S:1:pos:R:3:forces:R:3:lowdin_charge:R:1 method="wB97M-V/def2-TZVPD" e_above_lowest_kj_mol=305.9
C -0.58501 -0.98408 0.85463 3.0 -3.6 2.1 -0.8022
C 0.50947 0.46465 -0.72506 -2.4 1.6 -2.1 -0.1888
C 1.62701 -0.53265 -0.80554 0.0 -0.5 0.3 -0.3867
C -1.84671 0.78405 0.19932 -1.2 0.3 -0.4 -0.0482
N -0.64531 0.00443 0.08412 0.2 1.1 -1.3 -0.2199
O 2.34093 -0.26193 1.80505 -0.3 -0.6 -1.0 -0.6027
S -1.41734 -1.89138 1.87851 -0.1 0.4 -0.3 0.6721
S 1.87698 -1.31165 0.82466 -1.9 0.8 0.5 0.8841
H 0.64903 1.48421 -0.41355 1.3 0.3 0.9 0.1175
H 0.05926 0.77707 -1.73844 0.6 -1.2 0.9 0.1466
H 1.49259 -1.29967 -1.57454 -0.8 -0.3 0.5 0.0931
H 2.56996 -0.17252 -1.14897 0.7 1.2 0.2 0.0730
H -1.83717 1.42148 1.05011 0.5 0.9 0.7 0.0955
H -2.06972 1.34069 -0.68406 0.2 0.5 -0.7 0.0873
H -2.72398 0.17730 0.39375 0.2 -0.6 -0.2 0.0793

18
Properties=species:S:1:pos:R:3:forces:R:3:mulliken_spin:R:1 method="wB97M-V/def2-TZVPD" spin_multiplicity=2 s2=0.750 charge=-1 e_above_lowest_kj_mol=76.0
O 2.85090 -2.83471 -6.08693 -0.2 -0.5 -0.1 0.3297
H 3.40945 -3.50172 -6.48612 0.2 -0.1 -0.3 -0.1137
H 3.03312 -2.89881 -5.14942 0.0 0.2 0.4 -0.0581
O 2.00521 -0.35402 -6.47771 -0.7 0.5 -0.1 0.4071
H 2.77547 0.17077 -6.69571 0.3 0.3 -0.1 0.0004
H 2.30690 -1.26032 -6.53976 0.3 -0.5 -0.1 -0.0538
O 0.41056 -0.81245 -4.33421 -0.7 -0.4 0.9 0.1331
H 0.60479 -0.10327 -3.72137 0.1 0.1 0.1 -0.0247
H 0.98679 -0.64897 -5.08084 0.5 0.4 -0.8 -0.0575
O 4.78508 0.44584 -6.31138 -0.5 -0.6 -1.0 0.5269
H 5.57943 0.94531 -6.12225 0.8 0.5 0.1 -0.1606
H 4.27081 0.49878 -5.50581 -0.2 0.1 0.9 -0.1517
O 3.28693 2.86732 -7.17058 -0.6 0.4 0.6 0.2385
H 3.91397 2.19606 -7.43976 0.7 -0.6 0.3 0.0157
H 3.75502 3.69394 -7.28814 0.2 0.4 0.0 -0.1512
O 2.19737 1.91384 -9.31255 -0.6 -0.4 -1.3 0.1902
H 2.25350 2.29799 -8.43762 0.1 0.3 0.5 -0.0154
H 3.00114 1.40177 -9.40184 0.2 -0.2 0.0 -0.0550